87
Properties=species:S:1:pos:R:3:forces:R:3:mulliken_charge:R:1 method="wB97M-V/def2-TZVPD" total_charge=+2 homo_ev="-11.49 / -11.49" gap_ev="4.4814 / 4.5313" spin_multiplicity=2 relative_energy_ev=0.000
Ce 1.408053 -2.069585 1.647514 0.10 -0.51 0.19 1.476
C 0.787949 -5.075054 -3.191816 1.10 0.19 -0.58 -0.546
C 0.606303 -3.784712 -3.460866 0.33 0.19 -0.06 -0.219
C -0.676709 -3.108451 -3.823848 -0.21 0.55 0.07 -1.086
C -1.388360 -2.490252 -2.579191 -0.22 -0.45 -1.29 -0.214
C -1.767788 -3.424335 -1.477744 0.51 0.70 1.30 -0.758
C -1.660364 -4.744956 -1.408625 -0.62 -0.75 -0.03 -0.359
C -1.624932 -5.627529 -2.638359 0.83 -0.87 -0.36 -0.910
C -0.225819 -6.149372 -3.127396 -0.74 -0.45 0.09 -0.685
C -0.000190 -2.969100 3.253951 0.31 0.06 0.25 -1.157
H 1.821283 -5.426187 -3.075520 -0.17 0.25 0.05 0.768
H 1.467238 -3.107683 -3.476167 -0.02 -0.38 0.06 0.399
H -1.334994 -3.786822 -4.377279 0.19 0.42 0.13 0.425
H -0.432542 -2.274425 -4.512556 -0.21 -0.41 0.34 0.426
H -0.748547 -1.691926 -2.193141 -0.04 -0.01 0.15 -0.015
H -2.282855 -1.996920 -2.950568 -0.21 0.27 0.02 0.384
H -2.123589 -2.905970 -0.571809 0.33 -0.15 -0.17 0.720
H -1.850528 -5.259805 -0.435751 0.02 0.50 -0.85 0.418
H -2.115614 -5.122715 -3.500652 0.12 -0.71 0.96 0.315
H -2.146670 -6.549953 -2.377491 -0.49 0.23 -0.23 0.480
H 0.203150 -6.931824 -2.471272 -0.56 0.26 0.06 0.113
H -0.382422 -6.710175 -4.085673 0.22 0.72 0.51 0.358
H -0.140703 -4.057833 3.288278 0.10 0.32 0.00 0.212
H -0.783858 -2.591000 2.592174 -0.90 0.17 -0.39 0.365
H -0.243876 -2.556229 4.238019 0.15 0.03 -0.05 0.435
P 1.552332 3.374560 0.255896 0.70 0.59 -0.14 0.051
P -1.015043 3.528964 1.856802 -1.16 1.07 0.66 0.093
C 0.043960 3.805134 -0.639337 -1.83 -0.04 0.78 -0.748
C -1.073304 4.029670 0.110560 1.32 -0.23 -0.95 -0.853
C 2.581965 4.812843 -0.323468 0.18 0.01 0.00 0.462
C 2.249796 5.641071 -1.409168 0.63 0.21 -0.01 0.014
C 3.086537 6.709047 -1.775444 -0.06 -0.33 0.41 -0.653
C 4.238665 6.996320 -1.039254 -0.20 -0.47 0.24 -0.511
C 4.543484 6.209634 0.078085 -0.26 -0.13 -0.06 -0.570
C 3.715887 5.139081 0.441609 0.07 0.01 -0.29 -0.454
C 2.073461 1.922727 -0.750972 -0.18 0.51 -0.25 -0.118
C 1.436213 0.693676 -0.471681 0.49 0.01 0.31 0.056
C 1.786322 -0.439581 -1.189238 0.42 -0.02 -0.53 0.432
C 2.731359 -0.325758 -2.237248 -0.13 -0.29 0.43 -0.908
C 3.342007 0.897803 -2.532957 -0.41 -0.24 0.36 -0.896
C 3.003721 2.036407 -1.788776 -0.13 -0.84 0.04 -0.306
C -1.862336 5.088092 2.479184 0.08 0.23 0.29 0.322
C -1.174551 6.316992 2.375075 -0.35 -0.14 0.10 -0.278
C -1.773029 7.513530 2.801814 0.17 -0.40 -0.21 -0.649
C -3.063883 7.504698 3.337868 0.13 -0.42 -0.05 -0.452
C -3.748139 6.288711 3.460254 0.56 0.14 -0.23 -0.667
C -3.140506 5.092997 3.045022 -0.28 0.17 0.05 -0.283
C -2.429284 2.347574 1.868107 0.21 -0.02 -0.37 0.551
C -2.556898 1.553736 3.016762 -0.61 -0.36 -0.14 -0.616
C -3.621859 0.641669 3.123080 0.25 0.75 -0.98 -0.699
C -4.533788 0.532448 2.049897 0.32 -0.34 1.00 -0.529
C -4.385645 1.298862 0.906008 0.20 0.22 -0.32 -0.785
C -3.320048 2.196796 0.792224 -0.20 -0.34 0.75 0.076
H 0.058976 3.909255 -1.724970 -0.07 0.24 0.20 0.820
H -1.992335 4.507391 -0.261633 0.48 -0.35 -0.14 0.849
H 1.348391 5.473412 -1.986303 0.15 0.01 0.01 0.261
H 2.834782 7.318749 -2.634159 -0.06 -0.02 0.04 0.414
H 4.891700 7.821912 -1.321097 -0.21 -0.21 0.06 0.392
H 5.425852 6.428374 0.674692 -0.17 -0.01 -0.10 0.390
H 3.950396 4.536885 1.325206 -0.01 0.24 -0.29 0.349
H 0.673118 0.625113 0.322264 0.09 0.36 -0.26 0.335
H 1.281166 -1.414495 -0.997115 0.19 0.45 -0.50 0.095
H 2.979029 -1.221502 -2.795289 0.08 0.14 -0.08 0.389
H 4.071423 0.969937 -3.336927 -0.19 -0.09 0.13 0.422
H 3.459541 2.998469 -2.022880 -0.14 -0.21 0.15 0.397
H -0.170537 6.329105 1.943694 -0.23 0.10 0.12 0.371
H -1.224928 8.453545 2.693971 -0.20 -0.34 0.08 0.378
H -3.520560 8.438842 3.664515 0.07 -0.28 -0.10 0.375
H -4.756620 6.280326 3.861469 0.14 -0.08 0.00 0.394
H -3.695378 4.158355 3.153592 0.14 0.28 -0.04 0.271
H -1.841604 1.672037 3.837664 -0.26 -0.01 -0.24 0.415
H -3.732935 0.066017 4.027923 -0.15 -0.16 0.04 0.490
H -5.357940 -0.171424 2.146745 0.08 0.19 -0.10 0.424
H -5.106814 1.219866 0.089968 0.21 -0.05 0.26 0.438
H -3.214304 2.782849 -0.112228 -0.03 -0.04 0.12 0.392
O 1.918161 -4.144958 1.425129 0.20 -2.25 -0.21 -0.475
N 1.885645 -5.561894 1.291129 -0.93 1.52 -0.43 0.402
C 2.090957 -6.019638 0.028712 0.03 0.27 0.14 0.105
C 1.999298 -7.373287 -0.218854 0.54 -0.19 -0.35 -0.701
C 1.648296 -8.252552 0.790833 0.12 0.16 0.28 -0.177
C 1.334880 -7.737466 2.049249 0.11 0.56 -0.52 -0.855
C 1.438680 -6.368733 2.301762 0.16 -0.20 -0.71 -0.020
H 2.275461 -5.288565 -0.776085 0.04 -0.32 0.80 0.371
H 2.278660 -7.758725 -1.200380 -0.27 0.29 0.19 0.484
H 1.626655 -9.326328 0.597583 -0.12 0.34 0.12 0.433
H 0.970766 -8.416048 2.792932 -0.05 0.04 0.54 0.443
H 1.121107 -5.929713 3.243972 0.41 0.16 -0.29 0.499